(1)
Computed, not measured: a 5-piece molecular cluster, C20H35BNO17PS overall, with ωB97M-V/def2-TZVPD.

The geometry in XYZ format:
```
76
Properties=species:S:1:pos:R:3:mulliken_charge:R:1
N 1.20762 -0.41984 1.54457 -0.504
B 1.10870 -0.69593 0.13900 0.956
O 2.27322 -0.96703 -0.54140 -0.696
C -0.27995 -0.70866 -0.65808 -0.306
C -0.96327 -2.10240 -0.44219 -0.984
S -2.71514 -2.04798 -0.12651 1.402
O -3.35323 -1.65225 -1.34932 -0.713
O -3.10135 -3.28810 0.46156 -0.594
O -2.94403 -0.89768 0.92787 -0.429
C -1.91325 0.12117 1.06745 -0.555
C -1.25446 0.41742 -0.26523 -0.296
P -0.53349 2.08390 -0.28686 0.657
O -1.43460 3.13034 0.26147 -0.724
H 2.18716 -0.38418 1.80580 0.208
H 0.80066 -1.14678 2.12534 0.168
H 2.10001 -1.13085 -1.46882 0.300
H -0.05300 -0.60507 -1.72323 0.669
H -0.94084 -2.66769 -1.37203 0.381
H -0.50753 -2.66954 0.36805 0.096
H -2.41683 1.00208 1.45888 0.426
H -1.18206 -0.21544 1.79816 0.154
H -2.04711 0.48551 -1.01856 0.476
H 0.71719 2.01209 0.33613 -0.007
H -0.27453 2.28636 -1.64661 0.006
C -0.50896 8.33971 -0.76461 -1.550
C -0.32486 6.99655 -0.10983 0.632
C -0.33504 6.99732 1.40326 -0.582
O 0.47838 5.85799 1.70567 -0.336
C 1.32758 5.67363 0.67571 0.639
O 2.25018 4.91880 0.68629 -0.508
O 0.99279 6.46365 -0.36829 -0.298
H -0.49578 8.24511 -1.84953 0.374
H -1.46512 8.77113 -0.46827 0.388
H 0.29298 9.02122 -0.47787 0.354
H -1.04677 6.27088 -0.49268 0.248
H -1.32313 6.87626 1.83778 0.306
H 0.14640 7.88818 1.81582 0.317
C 4.13159 -6.22891 2.42571 -1.479
C 3.36613 -5.02916 1.93621 0.506
C 3.75348 -3.70313 2.55590 -0.525
O 2.52658 -2.96375 2.45619 -0.271
C 1.50846 -3.85110 2.44849 0.607
O 0.36186 -3.53744 2.53265 -0.545
O 1.97079 -5.10720 2.30840 -0.350
H 3.79483 -7.13348 1.92185 0.362
H 5.19544 -6.09881 2.22723 0.377
H 3.98318 -6.36752 3.49685 0.357
H 3.40301 -4.96282 0.84552 0.272
H 4.54840 -3.18422 2.02769 0.343
H 4.01122 -3.80087 3.61282 0.290
C -5.73383 -4.76845 -0.17338 -1.401
C -6.46239 -5.88967 -0.86225 0.547
C -7.18962 -5.51083 -2.13314 -0.465
O -8.24486 -6.48215 -2.18088 -0.344
C -8.51129 -6.86116 -0.90568 0.646
O -9.44867 -7.51269 -0.57812 -0.534
O -7.56086 -6.38944 -0.06744 -0.366
H -5.23076 -5.12351 0.72330 0.349
H -4.98417 -4.34022 -0.83378 0.354
H -6.43138 -3.98431 0.12413 0.310
H -5.78935 -6.73242 -1.04601 0.261
H -6.57805 -5.57847 -3.02862 0.316
H -7.63556 -4.51583 -2.06532 0.315
C 6.46425 4.03778 -1.31029 -1.487
C 5.18714 3.96655 -2.10399 0.485
C 4.21105 5.10391 -1.88444 -0.466
O 2.95841 4.47391 -2.17350 -0.258
C 3.08602 3.16503 -1.88944 0.610
O 2.17043 2.40781 -1.80457 -0.533
O 4.38271 2.83877 -1.69896 -0.318
H 7.10748 3.18776 -1.53448 0.372
H 7.00451 4.95283 -1.55350 0.369
H 6.25004 4.02431 -0.24147 0.348
H 5.39941 3.84689 -3.17044 0.261
H 4.36669 5.95146 -2.54647 0.355
H 4.18914 5.44071 -0.84567 0.255
```

Computed properties:
HOMO-LUMO gap (Eh): 0.37333
SMILES: NB(O)[C@H]1CS(=O)(=O)OC[C@H]1[PH2]=O.C[C@@H]1COC(=O)O1.C[C@@H]1COC(=O)O1.C[C@@H]1COC(=O)O1.C[C@@H]1COC(=O)O1

(2)
Computed, not measured: one molecule with the formula C5H8O2, with ωB97M-V/def2-TZVPD.

The geometry in XYZ format:
```
15
Properties=species:S:1:pos:R:3:mulliken_charge:R:1
C -1.40049 0.86507 -0.32523 -1.487
C -0.21999 -0.01336 -0.00259 1.023
C 0.07190 -0.43246 1.43703 -0.609
O 1.48082 -0.45615 1.18952 -0.430
C 1.31025 0.20081 -0.09239 -0.010
C 1.67741 -0.54627 -1.32212 -0.552
O -0.37657 -1.13425 -0.91210 -0.625
H -1.45175 1.78829 0.25916 0.386
H -1.42609 1.07566 -1.39939 0.342
H -2.28511 0.24787 -0.11200 0.344
H -0.29275 -1.40907 1.78185 0.247
H -0.23761 0.34890 2.14913 0.303
H 1.80436 1.17777 -0.08762 0.422
H 1.25591 0.15677 -2.06903 0.196
H 0.08972 -1.86959 -0.49423 0.451
```

Computed properties:
HOMO-LUMO gap (Eh): 0.33162

(3)
Computed, not measured: a 2-piece molecular cluster, CH5ClNOP overall at a distorted geometry, with ωB97M-V/def2-TZVPD.

The geometry in XYZ format:
```
10
Properties=species:S:1:pos:R:3:mulliken_charge:R:1
C 1.29741 -0.79355 -0.95637 -0.864
N -0.61999 0.92790 1.40886 -0.556
O -1.55612 1.25318 -1.01989 -0.539
P -0.93774 0.25032 -0.14350 0.709
Cl -2.03107 -1.27544 0.39297 -0.206
H 1.61600 -1.71141 -0.39684 0.248
H 0.97539 -1.03446 -1.98830 0.307
H 1.45687 0.17163 -0.55442 0.378
H -0.04896 0.37024 1.91596 0.252
H -0.15179 1.84159 1.34152 0.270
```

Computed properties:
HOMO-LUMO gap (Eh): 0.31363

(4)
Computed, not measured: C10H23B3BrNO10P as an isolated structure at a distorted geometry, with ωB97M-V/def2-TZVPD.

The geometry in XYZ format:
```
49
Properties=species:S:1:pos:R:3:mulliken_charge:R:1
C -1.88913 1.73331 -4.36906 -1.006
C -1.55421 0.75837 -5.55362 -0.393
C -0.65558 -0.46376 -5.18020 -0.568
C -0.91999 -1.05842 -3.77944 -0.097
O -0.25754 -2.33472 -3.71661 -0.603
B 0.58552 -2.39930 -2.60703 0.529
O 0.04913 -2.42893 -1.30573 -0.159
B 1.01685 -2.25529 -0.28959 0.625
O 0.58442 -2.29283 1.04576 -0.680
C 0.15278 -0.94256 1.35908 -0.169
C -0.23132 -0.82543 2.86569 -0.307
N 0.68723 0.05988 3.62405 -0.267
C -0.03895 1.27133 4.03696 -0.530
C 0.73263 2.13605 5.07948 0.017
C 2.26278 2.24997 4.79262 -1.083
O 0.19105 3.46386 5.01477 -0.541
O 2.39940 -2.04278 -0.51744 -0.138
B 2.50486 -1.54412 -1.83399 0.702
P 3.20726 0.18172 -2.36482 -0.090
O 4.87598 0.08097 -2.07986 -0.453
Br 2.35208 1.61260 -0.80756 -0.224
O 1.99636 -2.38496 -2.86106 -0.286
H -2.98213 1.77299 -4.21394 0.241
H -1.35159 1.52471 -3.43323 0.296
H -1.59208 2.75948 -4.66833 0.313
H -2.48897 0.46490 -6.06612 0.339
H -0.98445 1.35250 -6.29725 0.286
H -0.89434 -1.26661 -5.90876 0.211
H 0.40281 -0.20150 -5.33950 0.209
H -1.99551 -1.18729 -3.55449 0.370
H -0.53782 -0.37032 -2.99144 0.033
H 0.98731 -0.24108 1.16300 0.083
H -0.74580 -0.66751 0.76891 0.328
H -1.28901 -0.45337 2.91846 0.002
H -0.22208 -1.85749 3.26846 0.269
H 1.04313 -0.44517 4.42542 0.270
H -0.29383 1.87331 3.14694 0.237
H -0.99052 0.96485 4.52915 0.338
H 0.59278 1.70814 6.08366 0.358
H 2.71412 1.31203 4.43250 0.319
H 2.46228 3.10290 4.11639 0.226
H 2.76137 2.50815 5.75037 0.318
H 0.39684 3.76991 4.13414 0.363
H 5.02702 0.42508 -1.19137 0.291
C -3.67321 -1.49861 1.82929 0.784
O -4.03176 -1.26182 0.63784 -0.788
O -3.29734 -2.82583 2.00402 -0.491
O -3.60093 -0.75227 2.82384 -0.784
H -3.46789 -3.08507 1.07967 0.298
```

Computed properties:
Total charge: -1
HOMO-LUMO gap (Eh): 0.21595

(5)
Computed, not measured: C34H26IN7O2SSeTi as an isolated structure at a distorted geometry, with ωB97M-V/def2-TZVPD.

The geometry in XYZ format:
```
73
Properties=species:S:1:pos:R:3:lowdin_spin:R:1
Ti -0.07793 -0.21751 0.32647 0.924
C 1.01155 -2.01695 3.80214 0.000
C -0.44484 -1.67399 3.64312 0.001
C -1.35136 -2.32062 4.46976 0.001
C -2.69628 -2.03961 4.36318 0.002
C -3.10039 -1.06816 3.46968 0.001
C -2.14218 -0.43376 2.70116 0.001
N -0.83971 -0.75591 2.74409 0.000
C -2.51606 0.70423 1.80264 0.011
C -3.77537 1.26971 1.85296 -0.003
C -4.07777 2.32132 1.01109 0.012
C -3.09239 2.82198 0.18830 -0.003
C -1.83434 2.24366 0.20960 0.011
N -1.56044 1.17575 0.98245 -0.002
C -0.72740 2.88429 -0.56946 0.001
C -1.00015 3.63584 -1.69802 0.003
C 0.04647 4.32239 -2.29194 0.000
C 1.30651 4.22806 -1.74002 0.003
C 1.50569 3.39681 -0.64374 0.000
C 2.88405 3.17664 -0.09342 0.000
N 0.49885 2.73241 -0.07443 0.008
H 1.31615 -1.83931 4.83522 0.000
H 1.65169 -1.43759 3.15020 0.000
H 1.18026 -3.07268 3.59167 0.000
H -0.98525 -3.04709 5.18354 0.000
H -3.42232 -2.55977 4.97487 0.000
H -4.14704 -0.83226 3.36438 0.000
H -4.51557 0.89877 2.54324 0.000
H -5.06424 2.76671 1.02423 0.001
H -3.27376 3.68803 -0.42966 0.000
H -1.99623 3.67421 -2.11581 0.000
H -0.12649 4.92371 -3.17544 0.000
H 2.14432 4.76288 -2.16664 0.000
H 3.55394 3.99029 -0.36794 0.000
H 3.29850 2.25298 -0.50869 0.000
H 2.86436 3.09890 0.99234 0.000
S -2.30124 -1.64543 -0.19864 -0.014
C -1.14801 -2.85075 0.20443 0.003
C -1.39871 -4.24091 0.19082 -0.001
C -0.40916 -5.11407 0.54415 0.002
C 0.85220 -4.61970 0.91617 0.000
C 1.03309 -3.26756 0.90628 0.002
N 0.06775 -2.38562 0.56351 -0.001
H -2.38250 -4.57872 -0.10476 0.000
H -0.59519 -6.18156 0.53638 0.000
H 1.66469 -5.27620 1.19456 0.000
H 1.99064 -2.84769 1.18317 0.000
Se 3.69950 -1.57414 -1.61410 0.000
N 4.83278 -0.86601 -0.46859 0.003
C 4.09190 -0.32605 0.48463 0.001
C 4.56908 0.34007 1.66388 0.004
C 3.65327 0.84794 2.51394 0.000
C 2.25038 0.73058 2.22471 0.008
N 1.77003 0.11527 1.19425 0.011
C 2.67939 -0.43688 0.30162 0.005
N 2.25113 -1.08223 -0.75383 0.003
H 5.63245 0.42893 1.84749 0.000
H 3.95226 1.36595 3.41465 0.000
H 1.51651 1.16744 2.89405 0.001
I -2.29468 -0.77381 -8.07946 0.000
C -1.40678 -0.33585 -6.25862 0.000
C -2.06775 -0.65733 -5.08125 0.000
C -1.46803 -0.36090 -3.86443 0.000
C -0.22147 0.25345 -3.83107 -0.001
C 0.43266 0.56781 -5.01647 0.000
C -0.15676 0.27377 -6.23612 0.000
C 0.42832 0.57540 -2.52603 0.001
O 1.50984 1.11463 -2.45086 0.002
O -0.27926 0.18156 -1.46631 -0.001
H -3.03624 -1.13756 -5.11029 0.000
H -1.95802 -0.62144 -2.93493 0.000
H 1.40226 1.04747 -4.97326 0.000
H 0.34890 0.51579 -7.16078 0.000
```

Computed properties:
2S+1: 2
Total charge: +1
HOMO-LUMO gap (alpha / beta) (Eh): 0.21194 / 0.21274